The following is a DFT calculation (the ωB97M-V functional and the def2-TZVPD basis) of a 4-piece molecular cluster, C25H54F3N5O14PS3 overall at a distorted geometry.

Values from the calculation:
Frontier orbital gap, eV: 9.0
LUMO energy, eV: -2.6295
DFT total energy, Ha: -4147.32968
Total charge: +1
Max |F|, eV/A: 1.3

```
105
C25H54F3N5O14PS3 (the ωB97M-V functional and the def2-TZVPD basis)
C -1.43 1.98 3.30
C 0.09 2.08 3.41
C 0.74 1.48 2.16
C 0.66 2.43 0.94
C 1.90 2.47 0.03
C 1.85 1.59 -1.23
C 2.17 0.11 -1.03
C 1.05 -0.81 -0.51
C -0.34 -0.46 -1.00
N -1.36 -1.22 -0.26
C -1.25 -2.70 -0.36
C -1.10 -3.16 -1.79
N -2.33 -2.87 -2.56
C -2.64 -0.76 -0.38
N -3.05 -0.10 -1.52
P -3.04 1.64 -1.54
N -1.99 2.30 -2.46
N -3.48 -0.89 0.62
C -3.06 -1.39 1.93
C -3.62 -2.78 2.27
C -2.74 -3.50 3.33
C -2.09 -4.79 2.79
O -0.69 -4.83 3.02
C -4.90 -0.55 0.48
C -5.71 -1.72 -0.11
O -5.18 -2.27 -1.26
C -7.18 -1.26 -0.33
F -7.38 -0.93 -1.62
F -7.47 -0.17 0.43
F -8.04 -2.23 0.01
H -1.81 2.54 2.45
H -1.91 2.29 4.22
H -1.70 0.93 3.14
H 0.39 1.45 4.25
H 0.41 3.11 3.56
H 0.18 0.57 1.93
H 1.78 1.27 2.35
H -0.25 2.27 0.36
H 0.55 3.44 1.36
H 2.00 3.50 -0.31
H 2.80 2.27 0.60
H 0.92 1.77 -1.76
H 2.63 1.96 -1.90
H 2.58 -0.30 -1.95
H 2.97 0.05 -0.30
H 1.08 -0.86 0.57
H 1.28 -1.82 -0.85
H -0.39 -0.58 -2.08
H -0.52 0.59 -0.80
H -2.15 -3.14 0.05
H -0.42 -3.06 0.24
H -0.90 -4.24 -1.76
H -0.25 -2.71 -2.29
H -2.41 -3.55 -3.31
H -3.13 -3.08 -1.96
H -2.60 -0.49 -2.35
H -4.38 2.00 -1.77
H -2.88 1.92 -0.16
H -1.46 1.60 -2.98
H -1.98 -1.34 2.01
H -3.46 -0.68 2.66
H -3.74 -3.37 1.37
H -4.61 -2.63 2.69
H -1.94 -2.83 3.62
H -3.37 -3.71 4.19
H -2.48 -5.64 3.33
H -2.30 -4.92 1.73
H -0.28 -4.06 2.62
H -5.03 0.36 -0.09
H -5.28 -0.35 1.47
H -5.77 -2.52 0.62
H -5.14 -1.61 -1.97
C 7.18 -1.74 -3.69
C 6.09 -2.71 -3.27
O 5.29 -1.96 -2.35
S 5.27 -0.42 -2.79
O 4.11 -0.16 -3.56
O 5.62 0.37 -1.66
O 6.51 -0.48 -3.80
H 7.96 -1.66 -2.92
H 7.63 -1.99 -4.64
H 6.48 -3.60 -2.78
H 5.47 -3.00 -4.12
C 4.33 3.99 5.99
C 3.32 3.51 7.01
O 2.70 2.38 6.38
S 3.76 1.62 5.46
O 4.30 0.52 6.17
O 3.19 1.45 4.18
O 4.86 2.78 5.42
H 3.85 4.57 5.20
H 5.14 4.56 6.43
H 2.57 4.25 7.25
H 3.81 3.17 7.93
C 1.18 3.99 -5.55
C 2.44 3.19 -5.84
O 2.17 1.91 -5.25
S 0.62 1.57 -5.38
O 0.39 0.72 -6.49
O 0.14 1.21 -4.09
O 0.12 3.03 -5.74
H 1.15 4.35 -4.53
H 1.04 4.82 -6.24
H 3.32 3.62 -5.38
H 2.60 3.06 -6.91
```

Here are the Löwdin charges for atoms 1 to 99, given in e: -0.10, -0.25, -0.21, -0.18, -0.18, -0.19, -0.16, -0.15, -0.17, -0.01, -0.13, -0.22, 0.03, -0.37, -0.06, 0.70, -0.23, 0.02, -0.12, -0.16, -0.13, -0.25, -0.06, -0.06, -0.24, 0.02, -0.54, 0.16, 0.14, 0.16, 0.06, 0.07, 0.04, 0.10, 0.11, 0.08, 0.08, 0.08, 0.11, 0.11, 0.11, 0.08, 0.11, 0.07, 0.12, 0.10, 0.11, 0.12, 0.08, 0.10, 0.12, 0.12, 0.10, 0.09, 0.05, 0.10, 0.00, 0.01, -0.05, 0.12, 0.13, 0.10, 0.11, 0.11, 0.11, 0.12, 0.10, 0.07, 0.11, 0.14, 0.15, 0.11, -0.15, -0.15, -0.19, 0.59, -0.23, -0.21, -0.18, 0.14, 0.14, 0.14, 0.13, -0.15, -0.15, -0.19, 0.60, -0.21, -0.23, -0.18, 0.13, 0.14, 0.14, 0.14, -0.14, -0.14, -0.19, 0.60, -0.20